1.
{"formula": "H20O11V", "method": "wB97M-V/def2-TZVPD", "symbols": ["V", "O", "O", "O", "O", "O", "O", "O", "O", "O", "O", "O", "H", "H", "H", "H", "H", "H", "H", "H", "H", "H", "H", "H", "H", "H", "H", "H", "H", "H", "H", "H"], "xyz": [[0.578093, -0.650644, 0.614047], [0.130375, -2.620330, 0.581725], [2.089230, -1.186608, 2.027486], [1.993545, -0.748172, -0.884382], [1.414788, 1.228312, 1.014585], [-2.969120, -0.050084, -1.268647], [-0.632122, -1.762636, -1.911187], [-0.508027, 0.115962, -0.345605], [-0.930565, 2.779059, -1.218258], [-0.635108, -0.688192, 2.281514], [1.053957, 1.181923, -2.368385], [-1.314187, 2.057646, 1.286285], [-1.538929, -0.990215, 2.214787], [-0.347423, -2.658557, -1.838402], [-0.989456, 2.555530, -0.297748], [0.000124, -1.520141, -2.596543], [-2.256190, 1.839153, 1.122481], [0.556282, -3.240449, 1.162312], [2.825633, -1.779549, 1.841481], [1.079884, 1.085967, -3.352626], [1.781635, -0.110587, -1.604766], [2.285999, -0.747501, 2.865648], [0.866823, 1.963896, 1.327435], [-3.354980, -0.067031, -0.412197], [0.258940, 1.617646, -2.173732], [-0.772887, -2.949977, 0.397021], [-1.361739, 2.761010, 1.960248], [-0.307148, -0.100884, 2.982949], [2.261771, 1.674640, 0.737471], [2.512030, -1.452300, -1.342044], [-1.755516, 2.636215, -1.644735], [-2.015711, -0.173103, -1.158221]], "forces_ev_per_angstrom": [[-3.0447, 3.4959, -3.8502], [-0.8476, -0.3453, -0.6188], [0.2325, -0.3654, 0.2230], [1.1648, -1.3383, -0.1677], [1.3347, 1.1758, 0.3740], [0.3763, 0.1794, -1.1141], [0.4972, -0.0080, -0.6797], [3.2735, -2.3423, 3.4284], [1.7423, 0.4909, -1.0844], [2.0226, 0.0309, -0.3829], [2.6546, -1.9649, -2.2354], [-0.7413, 0.2658, 1.2982], [-0.5510, 0.5146, 0.8574], [-0.2598, -1.5649, 0.2021], [-0.4341, -0.1581, 0.4987], [-0.3318, 0.8173, -0.3634], [0.6511, 0.1296, -0.0049], [0.2791, -0.6817, 0.6542], [0.2855, -0.0289, 0.0743], [0.0602, 0.3851, 1.1202], [-0.7022, 1.1269, -0.2115], [0.1281, -0.0183, -0.0091], [-0.3912, -0.2258, -0.2841], [-0.6122, -0.0861, 1.0262], [-2.3448, 1.5346, 0.9640], [0.4788, 0.1560, -0.0630], [-0.1515, -0.0956, -0.3238], [-1.4882, -0.2980, 0.1662], [-0.9263, -0.9969, 0.1176], [-0.5099, 0.4403, 0.8500], [-1.2956, -0.1555, -0.3299], [-0.5490, -0.0695, -0.1318]], "orbital_gap_ev": [8.40, 9.21], "s_squared": 0.851, "e_tot_ha": -1783.0991, "total_charge": 2, "homo_energy_ev": [-16.63, -16.63], "spin_multiplicity": 2, "e_above_lowest_kj_mol": 51.8}

2.
{"formula": "H21O10", "method": "wB97M-V/def2-TZVPD", "symbols": ["O", "O", "O", "O", "O", "O", "O", "O", "O", "O", "H", "H", "H", "H", "H", "H", "H", "H", "H", "H", "H", "H", "H", "H", "H", "H", "H", "H", "H", "H", "H"], "xyz": [[-0.414456, 1.004381, 0.081326], [1.612432, 0.258730, 3.266130], [2.604306, -1.463510, -0.062355], [-1.751717, 2.804224, 1.489690], [0.985471, 1.759123, -2.624699], [-1.797265, -0.861022, 3.213188], [0.062572, -2.328252, 0.428081], [-2.195123, 2.217545, -1.504155], [-0.248394, -1.883007, -2.010220], [2.053056, -0.537882, -2.611444], [1.291415, 2.276133, -1.849672], [1.779233, 0.499482, 2.346240], [-0.632828, -2.534999, -2.605357], [-0.314117, -2.291322, -1.116864], [-2.098783, 1.228053, -1.495681], [-2.309629, -1.493993, 2.710322], [0.988260, 0.836923, 3.706569], [-2.565955, 2.119289, -2.407591], [-2.662544, 2.491994, 1.544521], [-1.072809, 0.429833, 0.496369], [-0.853250, -1.018232, 3.206107], [-0.339481, -2.757305, 1.194069], [2.135063, -1.831969, 0.730696], [-0.881487, 1.816867, 0.399699], [1.406964, -1.285768, -2.665328], [1.669209, 0.568913, -2.875405], [2.688110, -2.361652, -0.410149], [2.145184, -0.427100, -1.608017], [-0.049564, -1.378716, 0.648529], [0.290377, 1.345764, -2.050906], [-1.524257, 2.797489, 2.436315]], "forces_ev_per_angstrom": [[-0.3881, -0.2963, 0.3503], [0.2159, -1.0091, -0.0890], [-0.6562, -1.3173, 1.1583], [-0.3021, -0.1088, 0.9961], [-0.3714, -0.9117, 1.6732], [-0.3743, 0.9587, 0.0677], [-0.3759, 0.6914, 1.4866], [-0.4620, -2.5067, -1.8194], [0.0245, -0.2491, -0.5378], [0.0126, 1.9539, 1.0056], [0.9142, 0.4609, -0.8638], [-0.3780, 0.5372, 0.4116], [-0.0998, 0.0786, -0.1650], [0.1774, 0.2113, -0.3869], [0.4064, 0.9954, 1.2574], [0.3291, -0.3962, -0.0034], [0.0196, 0.4293, -0.4178], [-0.1718, 1.6051, 0.2325], [-0.2436, 0.1577, -0.4598], [0.2437, -0.5960, -0.1519], [0.1681, -0.4973, -0.1132], [-0.0258, -0.3818, -0.1195], [0.2682, 1.4539, -0.3415], [0.6893, 0.4711, -0.1515], [-0.5566, 0.4548, -0.0675], [-0.0942, -1.1808, 0.6893], [0.6916, 0.1238, -1.0399], [0.3152, -0.7466, -0.9426], [0.2882, -0.4604, -0.3326], [-0.5797, -0.1040, -0.8973], [0.3153, 0.1790, -0.4280]], "orbital_gap_ev": 11.40, "e_tot_ha": -764.7082, "total_charge": 1, "homo_energy_ev": -14.68, "e_above_lowest_kj_mol": 198.7}

3.
{"formula": "H21O10", "method": "wB97M-V/def2-TZVPD", "symbols": ["O", "O", "O", "O", "O", "O", "O", "O", "O", "O", "H", "H", "H", "H", "H", "H", "H", "H", "H", "H", "H", "H", "H", "H", "H", "H", "H", "H", "H", "H", "H"], "xyz": [[0.673426, -0.278165, -3.574367], [-0.460449, 2.714161, 2.704680], [0.199951, -0.827604, 0.300027], [1.086982, -2.863181, 1.458860], [-1.739584, 0.826019, 0.754719], [1.142245, 0.066060, 2.466408], [-2.368702, -1.659289, -1.914026], [-1.157041, 2.944419, -0.675680], [2.317883, 1.153548, 0.507716], [0.315766, -2.941525, -1.056906], [-2.279099, -0.726341, -2.203801], [-1.559434, 1.128734, 1.628145], [0.062383, -3.291873, -1.913382], [0.471926, -0.630587, 1.303488], [1.769209, -3.558969, 1.467835], [-1.315092, 1.469879, 0.100759], [-2.052317, 3.253622, -0.930638], [-0.551920, 3.534071, 2.207999], [-0.068989, -0.716862, -3.995731], [1.483537, 0.782474, 0.227304], [-0.038552, -1.811503, 0.186563], [-0.542055, 3.668207, -0.520791], [0.152136, 2.888266, 3.430360], [2.654427, 1.742723, -0.165808], [-0.782289, -0.463149, 0.180547], [-2.380871, -1.935321, -2.865052], [1.269865, -2.824633, -1.184373], [0.643315, 0.866155, 2.267823], [0.730338, 0.500561, -4.155891], [2.049983, 0.217781, 2.123932], [0.273007, -3.227667, 1.839267]], "forces_ev_per_angstrom": [[-0.2837, 0.6693, -0.5325], [0.1573, -0.3477, -0.1089], [-3.2046, -0.5366, 0.0407], [0.3704, -0.4429, 0.5468], [0.3315, -0.5029, -2.4890], [-0.1684, -0.7128, -0.0880], [0.2761, 1.0500, -2.4334], [-0.4744, -0.1006, -0.3568], [0.4408, 0.2520, 0.3651], [0.6408, -0.4888, -0.6959], [-0.1042, -0.0083, 1.2845], [0.2070, 0.7186, 1.1235], [-0.6103, -0.0061, -0.0880], [0.2777, -0.2616, -0.3302], [-0.6833, 0.2736, 0.1497], [-0.8559, -0.3198, 1.4022], [1.0284, 0.1901, 0.2823], [0.0468, 0.0042, 0.1794], [-0.1220, -0.4984, 0.1182], [-0.0436, 0.0461, -0.7892], [1.4470, 0.5733, -0.4492], [-0.4215, 0.2208, -0.2621], [-0.1526, 0.1460, -0.0437], [0.0080, 0.0227, -0.3146], [1.6286, 0.5476, 0.7762], [-0.2262, -0.9789, 1.1697], [-0.1637, 0.0813, 0.3799], [0.2433, 0.7350, 0.4152], [0.4080, -0.1600, 0.4291], [-0.5579, 0.1455, 0.2815], [0.5606, -0.3108, 0.0373]], "orbital_gap_ev": 11.57, "e_tot_ha": -764.7275, "total_charge": 1, "homo_energy_ev": -14.46, "e_above_lowest_kj_mol": 148.0}

- What is the formula in the second record?
  H21O10